{"formula": "C47H110N4O15", "method": "ωB97M-V with the def2-TZVPD basis set", "symbols": ["C", "C", "C", "C", "C", "C", "C", "C", "C", "C", "C", "C", "C", "C", "C", "C", "C", "O", "C", "N", "C", "O", "C", "C", "C", "N", "N", "N", "C", "O", "H", "H", "H", "H", "H", "H", "H", "H", "H", "H", "H", "H", "H", "H", "H", "H", "H", "H", "H", "H", "H", "H", "H", "H", "H", "H", "H", "H", "H", "H", "H", "H", "H", "H", "H", "H", "H", "H", "C", "C", "O", "H", "H", "H", "H", "H", "H", "C", "C", "O", "H", "H", "H", "H", "H", "H", "C", "C", "O", "H", "H", "H", "H", "H", "H", "C", "C", "O", "H", "H", "H", "H", "H", "H", "C", "C", "O", "H", "H", "H", "H", "H", "H", "C", "C", "O", "H", "H", "H", "H", "H", "H", "C", "C", "O", "H", "H", "H", "H", "H", "H", "C", "C", "O", "H", "H", "H", "H", "H", "H", "C", "C", "O", "H", "H", "H", "H", "H", "H", "C", "C", "O", "H", "H", "H", "H", "H", "H", "C", "C", "O", "H", "H", "H", "H", "H", "H", "C", "C", "O", "H", "H", "H", "H", "H", "H"], "positions_angstrom": [[4.5999, -2.5281, 3.6456], [3.3349, -1.4926, 3.7758], [3.5203, -0.0722, 2.9772], [4.7773, -0.0450, 1.9119], [4.8459, 1.3203, 0.9862], [4.3683, 1.0538, -0.5923], [3.0388, 0.0970, -0.5089], [2.1181, 0.0656, -1.8653], [1.0521, -1.2222, -1.9121], [0.3850, -1.2875, -0.3887], [-0.9778, -2.1945, -0.3019], [-2.3722, -1.3452, -0.1529], [-3.6611, -1.8834, -0.7196], [-3.8342, -3.3211, -1.4877], [-4.5560, -4.3581, -0.4225], [-3.8229, -4.4360, 1.0443], [-5.0513, -0.9660, -0.5707], [-6.2492, -1.5540, -0.7067], [-4.9821, 0.6836, -0.3052], [-6.1967, 1.5186, -0.6449], [-5.9676, 2.1814, -1.8421], [-5.9874, 2.9443, -2.9379], [-3.6951, 1.2344, 0.2817], [-3.5072, 2.8441, 0.5904], [-3.2533, 3.1913, 2.1885], [-3.8799, 4.5570, 2.5404], [-1.7526, 3.3709, 2.5004], [-3.8724, 2.1971, 3.1460], [-2.5114, 0.1263, 0.6226], [-1.6607, 0.4364, 1.6041], [4.7181, -2.9944, 2.5775], [5.5698, -1.9935, 4.0514], [4.3793, -3.4301, 4.3887], [3.1730, -1.3049, 4.9373], [2.3492, -2.0575, 3.4181], [2.4817, 0.2109, 2.5132], [3.7542, 0.7624, 3.7944], [5.7666, -0.0271, 2.5798], [4.8722, -1.0469, 1.2713], [4.1405, 2.1129, 1.5263], [5.9393, 1.7393, 1.0421], [3.9861, 2.1179, -0.9725], [5.2354, 0.6267, -1.2575], [2.3552, 0.5447, 0.3580], [3.3395, -1.0318, -0.2803], [2.7392, 0.1704, -2.8578], [1.4120, 1.0270, -1.8189], [0.2048, -1.0701, -2.7249], [1.6306, -2.2220, -2.1593], [0.2683, -0.1753, -0.0444], [1.1990, -1.8446, 0.2835], [-0.8694, -2.8711, 0.6736], [-0.9498, -2.9394, -1.2168], [-4.5708, -3.2083, -2.3927], [-2.8401, -3.8093, -1.8658], [-5.6936, -4.0966, -0.3307], [-4.4618, -5.4443, -0.8990], [-4.5137, -5.1360, 1.7207], [-2.7670, -4.9724, 1.0316], [-3.7481, -3.4163, 1.6154], [-2.6224, 3.2461, -0.1027], [-4.4872, 3.3762, 0.2127], [-4.8928, 4.3956, 2.7718], [-3.4258, 4.8310, 3.4633], [-1.5042, 4.3941, 2.5242], [-1.2660, 3.0189, 1.6242], [-4.7881, 1.8229, 2.8139], [-3.2101, 1.4483, 3.4448], [-4.6189, 7.9381, 1.4025], [-4.5094, 9.3014, 2.0534], [-3.1813, 9.7900, 1.9354], [-3.9258, 7.2315, 1.8706], [-5.6359, 7.5454, 1.4888], [-4.3506, 7.9925, 0.3424], [-4.7569, 9.2387, 3.1172], [-5.1901, 10.0171, 1.5824], [-2.9743, 9.8499, 0.9870], [-4.8786, 5.7889, -2.5155], [-3.5290, 6.4765, -2.5165], [-3.0058, 6.5203, -1.1971], [-5.5793, 6.3177, -1.8611], [-5.2977, 5.7509, -3.5249], [-4.7926, 4.7675, -2.1307], [-3.6230, 7.5037, -2.8808], [-2.8188, 5.9463, -3.1585], [-2.9184, 5.6030, -0.8859], [7.1846, -1.8290, -2.8984], [6.8433, -2.7089, -1.7138], [5.4447, -2.6733, -1.4701], [6.8713, -0.7962, -2.7135], [8.2600, -1.8419, -3.0968], [6.6563, -2.1661, -3.7963], [7.3557, -2.3555, -0.8142], [7.1417, -3.7459, -1.8962], [4.9992, -2.9969, -2.2718], [5.2020, 1.9530, -6.2323], [4.4831, 1.2444, -5.1031], [5.3366, 1.1426, -3.9728], [6.1125, 1.4112, -6.5086], [4.5590, 2.0357, -7.1129], [5.5102, 2.9577, -5.9250], [4.1964, 0.2332, -5.4066], [3.5783, 1.7869, -4.8122], [5.5787, 2.0460, -3.7060], [-5.0219, -9.5533, -2.6583], [-5.2872, -8.1349, -2.1980], [-4.0614, -7.4303, -2.0662], [-4.3748, -10.0745, -1.9452], [-5.9567, -10.1114, -2.7605], [-4.5018, -9.5569, -3.6218], [-5.7871, -8.1354, -1.2249], [-5.9230, -7.6029, -2.9123], [-3.6293, -7.4283, -2.9375], [-4.7394, 11.8115, -1.2290], [-5.4206, 10.7667, -2.0884], [-4.4912, 9.7563, -2.4517], [-3.8989, 12.2631, -1.7661], [-5.4414, 12.6000, -0.9441], [-4.3301, 11.3584, -0.3201], [-5.8088, 11.2192, -3.0057], [-6.2542, 10.3012, -1.5537], [-4.1587, 9.3550, -1.6305], [4.9491, -7.5814, 5.4726], [4.7772, -6.0812, 5.3545], [5.6256, -5.5745, 4.3347], [5.9895, -7.8325, 5.7036], [4.3049, -7.9871, 6.2577], [4.7050, -8.0749, 4.5262], [5.0431, -5.5901, 6.2952], [3.7421, -5.8226, 5.1108], [5.3758, -6.0106, 3.5021], [-8.0997, 4.8845, -5.9265], [-8.1430, 3.5946, -6.7193], [-6.9655, 2.8379, -6.4793], [-7.2211, 5.4767, -6.2029], [-8.9985, 5.4816, -6.1039], [-8.0197, 4.6776, -4.8543], [-8.2005, 3.8058, -7.7912], [-9.0116, 2.9907, -6.4394], [-6.9281, 2.6485, -5.5261], [8.9064, -6.4663, 3.0817], [8.7789, -7.6622, 4.0025], [8.0569, -8.6989, 3.3540], [7.9173, -6.0973, 2.7912], [9.4568, -5.6564, 3.5685], [9.4272, -6.7418, 2.1589], [8.2387, -7.3882, 4.9134], [9.7638, -8.0451, 4.2872], [8.5492, -8.9408, 2.5509], [-6.9489, -8.7630, 3.0521], [-7.4390, -8.2676, 1.7073], [-6.6232, -8.7926, 0.6703], [-5.9089, -8.4630, 3.2170], [-7.5647, -8.3636, 3.8628], [-6.9755, -9.8567, 3.0951], [-7.3901, -7.1757, 1.6605], [-8.4742, -8.5746, 1.5293], [-6.6802, -9.7624, 0.7151], [11.3982, -2.0249, 5.5340], [10.7171, -3.0697, 4.6745], [11.6465, -4.0801, 4.3113], [12.2387, -1.5733, 4.9969], [10.6962, -1.2363, 5.8189], [11.8075, -2.4779, 6.4428], [10.3289, -2.6171, 3.7573], [9.8834, -3.5352, 5.2093], [11.9789, -4.4813, 5.1324], [0.2429, 7.7758, -2.1577], [0.1996, 6.4859, -2.9505], [1.3771, 5.7293, -2.7105], [1.1214, 8.3680, -2.4341], [-0.6559, 8.3729, -2.3352], [0.3229, 7.5689, -1.0855], [0.1420, 6.6971, -4.0224], [-0.6691, 5.8821, -2.6706], [1.4145, 5.5398, -1.7574]], "mulliken_charge": [-0.45, -0.46, -0.21, -0.19, -0.72, -0.09, 0.31, -0.19, -0.64, 0.00, -0.38, 0.84, -0.09, -0.72, 0.01, -0.83, 0.34, -0.60, -0.04, -0.45, 0.68, -0.50, 0.63, -0.95, 0.45, -0.43, -0.67, -0.57, -0.07, -0.67, 0.14, 0.18, 0.08, 0.28, 0.18, -0.04, 0.32, 0.37, -0.06, 0.26, 0.33, 0.18, -0.10, -0.19, -0.01, -0.13, 0.24, 0.31, 0.23, -0.02, 0.05, 0.31, 0.09, 0.31, 0.25, 0.29, -0.02, 0.24, 0.21, 0.22, 0.22, 0.25, 0.28, 0.34, 0.32, 0.23, 0.27, 0.28, -0.19, -0.40, -0.55, 0.17, 0.36, -0.31, 0.34, 0.23, 0.32, -0.65, -0.37, -0.23, 0.22, 0.34, -0.05, 0.33, 0.34, 0.11, -0.89, -0.28, -0.41, 0.11, 0.38, 0.30, 0.28, 0.28, 0.24, -1.25, -0.14, -0.42, 0.29, 0.37, 0.36, 0.30, 0.22, 0.27, -1.17, 0.25, -0.53, 0.28, 0.33, 0.40, -0.05, 0.23, 0.29, -0.90, -0.23, -0.46, 0.28, 0.34, 0.16, 0.29, 0.26, 0.19, -1.01, -0.31, -0.46, 0.15, 0.37, 0.35, 0.28, 0.32, 0.28, -0.91, -0.24, -0.51, 0.23, 0.35, 0.27, 0.29, 0.25, 0.28, -0.59, -0.23, -0.51, 0.15, 0.03, 0.40, 0.17, 0.32, 0.30, -1.08, -0.25, -0.47, 0.28, 0.34, 0.34, 0.28, 0.27, 0.25, -1.12, -0.15, -0.52, 0.27, 0.34, 0.34, 0.29, 0.24, 0.30, -0.96, 0.01, -0.51, 0.35, 0.22, 0.29, 0.29, 0.02, 0.32], "multiplicity": 1, "homo_ev": -9.2, "homo_lumo_gap_ev": 7.417}